Entry 1:
51
Properties=species:S:1:pos:R:3:forces:R:3:lowdin_charge:R:1 method="wB97M-V/def2-TZVPD" relative_energy_kcal_mol=69.2 lumo_ev=-0.097 e_homo_ha=-0.328 charge=0 max_force_ev_per_a=8.77
C -1.44675 0.49229 3.21780 -0.257 0.952 0.575 -0.134
N -1.53607 0.65898 1.77165 0.351 -1.371 -0.002 -0.077
C 0.68460 0.72109 0.68333 -0.872 0.206 0.240 0.006
C -0.52896 -0.17923 1.03800 -0.874 2.435 -0.682 -0.340
C -0.14831 -1.47971 1.63980 0.306 -1.660 -1.041 -0.207
O 0.21193 -2.35707 0.87303 0.102 0.168 0.046 0.054
H -0.53392 0.89372 3.67847 -0.012 -0.219 -0.173 0.072
H -2.28768 1.01951 3.68531 0.046 -0.188 -0.079 0.078
H -1.50227 -0.55663 3.49147 -0.183 0.093 0.056 0.064
H -1.35951 1.61583 1.49451 -0.110 0.002 0.193 0.077
H 1.21956 0.36748 -0.18103 0.306 -0.159 0.270 0.041
H 0.28191 1.70534 0.41086 0.036 -0.188 -0.142 0.079
H 1.29369 0.92236 1.55951 0.299 -0.202 -0.009 0.080
H -1.02562 -0.41553 0.07991 0.501 -0.208 0.296 0.105
H -0.18642 -1.75782 2.68613 0.027 0.591 0.532 0.105
H -1.85920 3.13883 -1.36205 0.260 -0.042 0.179 0.053
H -2.88593 2.38006 -0.44769 0.032 0.147 0.058 0.055
O -2.06735 2.29056 -0.94128 -0.188 -0.143 -0.014 -0.048
H 2.96986 0.09769 2.28076 0.602 0.173 -0.389 0.079
H 3.44917 -0.95206 3.23777 0.110 -0.167 -0.085 0.114
O 3.03731 -0.08030 3.22608 7.317 2.016 -4.385 0.101
H -1.88760 -2.15134 -1.88440 -0.157 -0.046 -0.123 0.015
H -1.79755 -2.61497 -3.38756 -0.034 -0.059 0.157 0.063
O -1.62126 -1.88871 -2.78410 0.092 0.125 -0.224 -0.056
H -2.71545 -1.63369 0.47233 0.535 -0.524 0.104 0.051
H -3.62124 -1.37566 -0.60991 -0.272 -0.514 -0.520 0.038
O -2.91411 -2.00514 -0.40101 -0.535 0.926 0.665 -0.035
H 0.48501 4.75381 -2.03425 0.110 -0.251 0.000 0.042
H 0.80688 3.22710 -1.92044 0.063 0.485 -0.177 -0.004
O 0.25404 3.95316 -1.55090 -0.330 -0.031 0.151 -0.082
H 1.73099 -0.71583 5.09215 -0.056 0.140 -0.065 0.035
H 2.01219 -0.23239 3.61469 -1.346 0.192 0.872 -0.259
O 1.36145 -0.62540 4.21176 -6.391 -2.520 3.944 -0.093
H 0.75241 1.53688 -2.87554 0.629 -0.182 0.004 0.005
H 2.26974 1.52920 -2.41323 -0.278 -0.115 -0.010 0.028
O 1.61058 2.01285 -2.93218 0.031 0.329 -0.002 -0.071
H 2.29806 -0.46663 -1.38216 1.125 -0.171 -0.534 -0.009
H 3.85458 -0.30273 -1.73930 -0.214 -0.128 -0.222 0.068
O 3.18168 -0.05006 -1.10139 -0.307 0.543 0.241 -0.114
H -4.41457 0.18596 -1.57429 -0.037 -0.261 -0.440 0.016
H -5.54266 0.99115 -1.11400 -0.554 -0.154 0.016 0.044
O -5.37568 0.11566 -1.48832 0.713 0.510 0.317 -0.044
H -1.10041 0.01275 -2.93429 -0.034 -0.032 0.055 0.062
H -1.12980 0.95123 -1.70215 0.162 0.207 -0.220 0.033
O -0.53523 0.58340 -2.38701 -0.769 -0.115 -0.061 -0.074
H 4.71609 -1.94438 0.47533 -0.158 -0.030 0.228 0.039
H 3.44253 -1.16793 0.15638 0.363 -0.232 0.389 -0.012
O 3.84167 -1.76068 0.84259 -0.004 0.158 -0.163 -0.084
H 0.45997 -0.81045 -2.27086 0.568 -0.385 0.218 0.017
H 1.04805 -2.12115 -1.66318 -0.067 0.108 0.017 0.072
O 1.29539 -1.32695 -2.15686 -0.650 -0.209 -0.060 -0.045

---

Entry 2:
51
Properties=species:S:1:pos:R:3:forces:R:3:lowdin_charge:R:1 method="wB97M-V/def2-TZVPD" relative_energy_kcal_mol=88.6 lumo_ev=-0.152 e_homo_ha=-0.354 charge=0 max_force_ev_per_a=8.95
C -3.96201 -2.14200 -1.01677 -0.227 1.534 0.078 -0.110
C -2.55333 -2.09827 -0.51517 1.722 1.081 -4.692 -0.239
C -1.79105 -0.72989 -0.82765 -1.336 -1.169 0.185 -0.100
C -0.65729 -0.69218 0.16061 0.143 -1.718 -1.893 -0.565
N 0.31651 -1.68069 0.22405 -1.778 3.143 3.008 0.186
O -0.62791 0.24930 0.87592 0.745 3.456 3.238 0.043
H -4.41560 -1.14502 -0.88951 -0.227 -0.481 1.147 0.072
H -4.29781 -2.92275 -0.35288 -1.682 -0.252 -0.652 0.081
H -4.15577 -2.18087 -2.07620 0.365 -1.313 -0.557 0.070
H -2.65710 -2.21405 0.49460 0.461 -0.167 2.757 0.077
H -1.99048 -2.96616 -0.96134 -0.291 0.736 0.854 0.112
H -1.32080 -0.53205 -1.76590 0.305 -1.064 -1.368 0.086
H -2.54731 0.13984 -0.87503 1.407 -1.268 1.245 0.122
H 0.58499 -2.22325 -0.52554 0.508 -1.428 -1.720 0.021
H 1.06708 -1.40448 0.89568 -0.864 -0.508 -0.985 0.099
H 4.92815 0.14108 -1.19126 0.067 -0.309 -0.176 0.057
H 4.30834 0.45423 -2.66758 0.870 1.167 3.565 0.151
O 4.55547 0.84948 -1.71924 1.172 -0.436 -3.602 -0.109
H -0.99936 -3.84702 -3.08059 1.439 -1.678 1.970 0.006
H -1.93985 -2.62825 -2.99518 -2.146 2.973 3.473 -0.070
O -1.51017 -3.21772 -3.49355 0.754 -1.293 -5.546 0.039
H -1.65410 1.82700 -3.25192 0.269 0.069 0.153 0.062
H -0.77479 2.82610 -2.49764 -0.057 0.505 0.060 0.025
O -0.80391 1.91882 -2.79805 -0.049 -0.626 -0.316 -0.054
H 3.60610 2.58558 0.66824 -0.046 -0.553 -1.659 0.073
H 3.69885 1.93646 -0.81148 3.460 -1.882 -2.751 -0.095
O 3.18617 2.32166 -0.18727 -3.863 2.887 4.869 -0.035
H 2.25991 -1.82595 -1.62118 0.304 -0.259 0.575 0.008
H 2.70023 -2.66328 -0.38664 1.514 0.261 1.852 0.009
O 2.17683 -2.68115 -1.14347 -0.942 -1.024 -2.835 -0.064
H 0.60632 -0.66789 3.52830 -0.677 0.279 0.412 0.050
H -0.62203 -0.27542 4.37377 -2.540 5.694 5.434 -0.082
O -0.30377 -0.83854 3.82042 3.229 -6.001 -5.798 0.031
H -3.36097 1.39660 0.54775 1.148 1.996 -1.813 -0.022
H -3.46816 0.58079 1.61234 0.555 -1.306 2.101 0.017
O -3.99299 0.80828 0.87915 -1.743 -0.531 -0.162 -0.003
H -1.58104 3.18093 0.49982 0.267 -0.116 0.188 0.018
H -1.11719 2.19172 -0.70238 -1.557 2.966 1.222 0.078
O -1.57654 3.11777 -0.45815 1.232 -2.940 -1.074 -0.112
H 1.91808 2.74129 2.95711 0.246 0.115 -0.140 0.034
H 2.28668 1.69345 3.92890 0.478 0.083 -0.135 0.048
O 2.69298 2.21363 3.21596 -0.762 -0.073 0.309 -0.059
H 2.36959 0.67219 1.07012 1.559 -2.077 0.917 0.069
H 3.44421 0.38466 2.08303 0.515 0.296 0.656 0.002
O 2.95317 -0.10989 1.43719 -2.236 1.600 -1.571 -0.100
H -0.36633 1.83227 2.88329 -0.146 -0.885 -0.503 -0.009
H -0.83996 2.59268 4.14000 0.470 0.183 -1.133 0.072
O -0.42777 2.70790 3.24992 -0.313 0.510 1.368 -0.051
H 1.62789 0.34434 -2.02462 2.253 -1.815 -0.257 0.149
H 2.52360 0.17063 -0.90163 0.930 -0.462 -0.083 0.024
O 2.50426 -0.19191 -1.80836 -4.908 2.099 -0.214 -0.110

---

Entry 3:
64
Properties=species:S:1:pos:R:3:forces:R:3:lowdin_charge:R:1 method="wB97M-V/def2-TZVPD" relative_energy_kcal_mol=90.5 lumo_ev=1.611 e_homo_ha=-0.283 charge=-1 max_force_ev_per_a=3.14
O -1.49593 -3.38827 -0.83990 0.699 1.556 0.451 0.127
C -1.04244 -2.44608 -0.22724 -0.393 -0.455 -0.744 -0.329
O -0.74196 -1.19596 -0.70311 0.286 -1.546 0.909 0.207
B -0.20547 -0.40474 0.43144 -0.348 0.149 0.814 -0.878
O -0.30279 -1.28081 1.62406 0.306 0.510 -0.166 0.226
C -0.71724 -2.47169 1.29566 -0.115 -1.959 1.575 -0.376
O -0.80580 -3.42286 2.07666 0.052 1.820 -2.011 0.101
O -1.00732 0.79402 0.63720 -0.014 1.864 -0.469 0.219
C -0.27539 1.88920 0.35610 -1.403 2.054 -0.141 -0.329
O -0.64610 3.07036 0.34384 0.603 -3.080 0.134 0.090
C 1.17596 1.42448 0.10219 0.409 1.637 1.093 -0.383
O 1.17013 0.13935 0.36674 1.037 -0.737 -1.263 0.232
O 2.10334 2.20367 -0.05644 -1.026 -1.719 -0.178 0.108
O -3.43136 -0.98667 -4.15043 -0.211 0.089 0.101 -0.048
H -3.02140 -0.24898 -4.60208 0.106 0.203 -0.060 0.025
H -3.02888 -1.76168 -4.54236 0.097 -0.281 -0.027 0.023
O -1.92200 -8.11521 1.89693 0.047 -0.232 0.194 -0.055
H -2.74754 -8.03200 1.41965 -0.262 0.030 -0.111 0.022
H -1.31469 -7.54335 1.42749 0.201 0.202 -0.081 0.028
O 1.83571 6.68106 2.08550 0.143 -0.033 0.249 -0.052
H 1.83083 7.59258 1.79337 -0.036 0.228 -0.041 0.026
H 1.72547 6.17123 1.28291 -0.111 -0.268 -0.216 0.029
O -4.75070 3.26042 2.05579 -0.102 -0.214 -0.094 -0.048
H -5.49319 3.73921 2.42416 -0.208 0.080 0.082 0.026
H -4.00259 3.84420 2.18131 0.313 0.066 -0.037 0.029
O 2.69920 -3.50672 4.42906 0.238 -0.250 0.065 -0.057
H 1.80690 -3.40621 4.09752 -0.332 0.040 -0.206 0.023
H 2.85534 -2.71380 4.94204 0.027 0.214 0.088 0.028
O 5.95888 2.92645 -2.80971 -0.174 0.004 -0.278 -0.046
H 5.98332 2.30982 -2.07800 -0.067 -0.218 0.231 0.037
H 6.41568 3.70242 -2.48497 0.131 0.214 0.032 0.030
O 2.60505 3.46400 4.54422 -0.154 -0.224 0.057 -0.049
H 2.91965 4.03040 3.83963 0.056 0.187 -0.256 0.019
H 2.98408 3.83762 5.33982 0.080 0.070 0.180 0.026
O 5.83954 4.90378 2.05542 0.180 -0.103 0.164 -0.053
H 6.05661 5.78842 1.76124 0.024 0.240 -0.024 0.027
H 5.21348 4.58203 1.40678 -0.257 -0.160 -0.133 0.026
O -2.27002 7.74703 0.23054 -0.081 0.215 0.163 -0.055
H -2.09027 8.03680 -0.66387 0.027 0.073 -0.211 0.026
H -2.07490 6.80996 0.22300 0.077 -0.325 0.051 0.029
O 0.12446 -4.09090 -5.05550 -0.161 -0.047 -0.287 -0.057
H 0.45325 -4.81493 -4.52267 0.046 -0.174 0.185 0.029
H 0.63093 -3.33153 -4.76729 0.069 0.223 0.128 0.029
O -4.23726 -5.19847 -4.41175 -0.280 -0.071 -0.029 -0.052
H -3.75363 -5.82628 -4.94857 0.136 -0.117 -0.167 0.026
H -3.59697 -4.88583 -3.77261 0.196 0.211 0.246 0.028
O 3.33130 6.14203 -3.18734 0.148 0.324 0.042 -0.055
H 2.46344 5.91556 -3.52166 -0.219 -0.097 -0.088 0.032
H 3.71026 5.30553 -2.91735 0.076 -0.294 0.062 0.017
O -0.84034 1.08594 5.09518 -0.029 -0.069 0.321 -0.052
H -1.04407 0.59594 4.29855 -0.022 -0.208 -0.273 0.023
H -0.89823 2.00476 4.83318 0.083 0.231 -0.084 0.027
O -5.08101 -8.02590 -1.11476 0.030 -0.164 0.254 -0.052
H -4.58482 -7.27854 -1.44863 0.102 0.284 -0.078 0.025
H -5.51164 -8.39239 -1.88708 -0.119 -0.075 -0.170 0.027
O 2.92905 2.07700 -4.91451 -0.145 0.152 -0.216 -0.054
H 3.63706 2.24081 -4.29151 0.292 0.111 0.231 0.010
H 2.79722 1.12941 -4.88425 -0.078 -0.209 0.027 0.028
O -5.12135 -0.05774 -0.25475 -0.274 -0.181 -0.020 -0.053
H -4.40796 0.16046 -0.85449 0.245 -0.025 -0.187 0.026
H -5.08196 0.61878 0.42127 0.072 0.231 0.237 0.017
O 2.09020 -7.82876 2.47548 0.035 -0.097 -0.264 -0.055
H 1.54473 -7.27109 3.03019 -0.179 0.220 0.117 0.031
H 2.65597 -8.29754 3.08898 0.134 -0.098 0.125 0.025